Entry 1
ORCA calculation (ωB97M-V with the def2-TZVPD basis set) on an isolated molecule of C4H6N2.

Last column: Löwdin charge in e.
Cartesian coordinates (Å):
N -3.594 -0.508 -0.363  0.056
C -2.751 0.197 -0.015  -0.166
C -1.297 1.036 0.698  -0.073
N -0.055 0.248 0.786  -0.131
C 0.665 -0.243 -0.378  -0.129
C -0.115 -1.130 0.471  -0.171
H -1.327 2.046 0.238  0.098
H -1.568 0.995 1.791  0.109
H 1.721 -0.123 -0.129  0.108
H 0.530 0.031 -1.362  0.086
H -1.025 -1.614 0.010  0.121
H 0.385 -1.770 1.143  0.092

As for the highest occupied orbital energy: -10.1 eV. Its spin multiplicity is 1. Its SMILES is N#CCN1CC1. As for the HOMO-LUMO gap: 11.02 eV.


Entry 2
ORCA calculation (ωB97M-V with the def2-TZVPD basis set) on an isolated molecule of C4H6N2.

Last column: Löwdin charge in e.
Cartesian coordinates (Å):
C 0.211 -1.015 1.569  -0.062
C -0.113 -0.219 0.361  -0.361
C 0.518 0.900 -0.113  -0.080
N -0.015 1.141 -1.342  0.037
C -0.973 0.205 -1.570  -0.208
N -1.025 -0.640 -0.577  0.083
H 1.288 -0.900 1.774  0.072
H -0.329 -0.719 2.472  0.072
H 0.292 -2.107 1.539  0.076
H 1.272 1.494 0.370  0.113
H 0.255 1.897 -1.945  0.144
H -1.380 -0.035 -2.538  0.113

As for the highest occupied orbital energy: -8.6 eV. Its spin multiplicity is 1. Its SMILES is Cc1c[nH]cn1. As for the HOMO-LUMO gap: 9.57 eV.


Entry 3
ORCA calculation (ωB97M-V with the def2-TZVPD basis set) on a structure of composition C4H6N2.

Last column: Löwdin charge in e.
Cartesian coordinates (Å):
C 1.095 -0.824 -0.515  -0.152
C 0.342 -0.383 0.701  -0.074
N 0.126 1.491 0.574  0.078
C -0.879 0.416 0.431  -0.393
C -1.492 0.414 -0.901  -0.189
N -1.962 0.363 -1.957  0.161
H 0.787 -0.407 -1.488  0.068
H 2.176 -0.688 -0.381  0.074
H 0.925 -1.911 -0.547  0.091
H 0.800 1.129 1.285  0.092
H 0.559 1.721 -0.318  0.110
H -1.645 0.468 1.207  0.135

As for the highest occupied orbital energy: -8.9 eV. Its spin multiplicity is 1. As for the HOMO-LUMO gap: 9.81 eV.


Entry 4
ORCA calculation (ωB97M-V with the def2-TZVPD basis set) on an isolated molecule of C4H6N2.

Last column: Löwdin charge in e.
Cartesian coordinates (Å):
C -1.758 0.064 -0.005  -0.081
C -0.258 0.079 -0.041  -0.305
C 0.619 1.190 -0.008  -0.131
N 1.905 0.829 0.000  0.020
N 1.859 -0.500 -0.005  -0.052
C 0.603 -0.983 -0.012  -0.091
H -2.154 0.239 1.076  0.098
H -2.130 -0.973 -0.300  0.084
H -2.211 0.864 -0.686  0.089
H 0.400 2.247 -0.013  0.102
H 2.722 -1.019 0.018  0.150
H 0.403 -2.038 -0.024  0.117

As for the highest occupied orbital energy: -9.1 eV. Its spin multiplicity is 1. Its SMILES is Cc1cn[nH]c1. As for the HOMO-LUMO gap: 10.13 eV.


The least stable of them is entry 3.


Entry 1
ORCA calculation (ωB97M-V with the def2-TZVPD basis set) on an isolated molecule of C5H5NOS.

Last column: Löwdin charge in e.
Cartesian coordinates (Å):
N -0.550 2.713 0.374  0.182
C -0.130 1.777 -0.067  -0.236
C 0.407 0.556 -0.657  -0.213
C 1.465 -0.247 0.109  -0.306
O 2.681 -0.240 -0.187  0.079
C 0.298 -1.092 0.721  -0.121
C -0.604 -0.634 -0.468  -0.683
S -2.316 -0.481 -0.119  0.741
H 0.882 0.727 -1.639  0.165
H 0.420 -2.286 1.173  0.186
H 0.128 -0.442 1.698  0.154
H -0.416 -1.336 -1.213  0.078
H -2.265 0.985 0.276  -0.026

As for the highest occupied orbital energy: -9.7 eV. Its spin multiplicity is 1. Its SMILES is N#C[C@H]1C(=O)C[C@H]1S. As for the HOMO-LUMO gap: 9.86 eV.


Entry 2
ORCA calculation (ωB97M-V with the def2-TZVPD basis set) on an isolated molecule of C5H5NOS.

Last column: Löwdin charge in e.
Cartesian coordinates (Å):
N -0.436 2.566 1.517  0.184
C -0.649 1.646 0.870  -0.193
C -0.712 0.291 0.264  -0.789
S -2.262 -0.607 0.656  0.845
C 0.587 -0.286 0.736  -0.209
C 1.320 -0.431 -0.531  -0.077
C 0.498 -0.107 -1.570  -0.110
O -0.724 0.331 -1.151  -0.119
H -2.097 -1.557 -0.264  -0.111
H 0.383 -1.262 1.280  0.124
H 1.039 0.349 1.664  0.172
H 2.378 -0.811 -0.781  0.134
H 0.675 -0.124 -2.688  0.149

As for the highest occupied orbital energy: -9.1 eV. Its spin multiplicity is 1. Its SMILES is N#C[C@]1(S)CC=CO1. As for the HOMO-LUMO gap: 9.73 eV.


The least stable of them is entry 1.


Entry 1
ORCA calculation (ωB97M-V with the def2-TZVPD basis set) on an isolated molecule of C3H6FN3.

Last column: Löwdin charge in e.
Cartesian coordinates (Å):
H 1.931 1.340 -0.245  0.072
N 1.623 0.504 -0.798  0.145
C 0.450 0.078 -0.498  -0.375
N -0.106 -0.985 -1.245  -0.097
N -0.435 -2.176 -0.648  -0.011
C -0.324 0.714 0.634  -0.307
C -1.624 0.758 0.805  0.080
F 0.507 1.321 1.533  0.028
H 0.531 -1.152 -2.016  0.116
H -1.373 -2.071 -0.249  0.071
H 0.108 -2.393 0.220  0.100
H -2.311 0.440 -0.023  0.093
H -2.041 1.242 1.710  0.085

As for the highest occupied orbital energy: -9.7 eV. Its spin multiplicity is 1. Its SMILES is [H]/N=C(/NN)C(=C)F. As for the HOMO-LUMO gap: 10.23 eV.


Entry 2
ORCA calculation (ωB97M-V with the def2-TZVPD basis set) on an isolated molecule of C3H6FN3.

Last column: Löwdin charge in e.
Cartesian coordinates (Å):
C 1.073 1.273 0.553  0.164
C 1.411 0.171 -0.052  -0.372
C 0.374 -0.769 -0.688  -0.104
N -1.135 1.093 -0.333  0.110
N -0.932 -0.203 -0.332  -0.370
N -1.472 -0.911 0.772  0.042
F 2.666 -0.359 0.056  0.019
H 1.544 1.997 1.083  0.006
H 0.502 -0.850 -1.829  0.140
H 0.599 -1.776 -0.431  0.101
H -0.893 1.591 -1.219  0.083
H -1.238 -0.538 1.712  0.088
H -2.499 -0.721 0.709  0.093

As for the highest occupied orbital energy (spin up / spin down): -8.2 / -8.8 eV. Its spin multiplicity is 1. As for the HOMO-LUMO gap (spin up / spin down): 8.16 / 9.05 eV.


The least stable of them is entry 2.


Entry 1
ORCA calculation (ωB97M-V with the def2-TZVPD basis set) on an isolated molecule of C3H2F2O.

Last column: Löwdin charge in e.
Cartesian coordinates (Å):
C -0.348 0.275 1.171  0.044
C -0.135 1.100 -0.791  -0.110
C 0.332 -0.787 0.268  -0.172
O 0.693 0.099 -0.793  -0.032
F -1.653 -0.190 1.338  -0.078
F 0.249 2.067 -1.611  0.099
H 1.204 -1.113 0.745  0.104
H -0.342 -1.449 -0.326  0.145

As for the highest occupied orbital energy: -9.3 eV. Its spin multiplicity is 1. As for the HOMO-LUMO gap: 8.89 eV.


Entry 2
ORCA calculation (ωB97M-V with the def2-TZVPD basis set) on a cluster of 2 separate species, C3H2F2O in total.

Last column: Löwdin charge in e.
Cartesian coordinates (Å):
C -2.340 0.661 0.802  0.021
C 0.801 1.176 -0.580  -0.080
C 0.265 0.219 0.170  -0.192
O -2.632 0.693 -0.288  0.056
F 1.135 2.351 0.049  -0.021
F -0.045 -0.989 -0.321  0.007
H 1.061 1.243 -1.598  0.111
H -0.095 0.196 1.199  0.097

As for the highest occupied orbital energy: -10.0 eV. Its spin multiplicity is 1. As for the HOMO-LUMO gap: 10.97 eV.


The least stable of them is entry 1.


Entry 1
ORCA calculation (ωB97M-V with the def2-TZVPD basis set) on a structure of composition H2LiO.

Last column: Löwdin charge in e.
Cartesian coordinates (Å):
O 0.834 1.846 0.506  -0.103
H 1.582 2.279 0.035  0.054
H 0.395 2.576 0.999  0.054
Li -0.996 -2.213 -0.600  0.995

The total charge is +1. As for the highest occupied orbital energy: -14.6 eV. Its spin multiplicity is 1. As for the HOMO-LUMO gap: 8.80 eV.


Entry 2
ORCA calculation (ωB97M-V with the def2-TZVPD basis set) on a structure of composition H2LiO.

Last column: Löwdin charge in e.
Cartesian coordinates (Å):
O 0.555 0.699 -0.567  -0.102
H 0.196 1.456 -1.082  0.052
H 1.532 0.815 -0.604  0.052
Li -2.283 -2.970 2.253  0.998

The total charge is +1. As for the highest occupied orbital energy: -14.1 eV. Its spin multiplicity is 1. As for the HOMO-LUMO gap: 8.30 eV.


The least stable of them is entry 2.


Entry 1
ORCA calculation (ωB97M-V with the def2-TZVPD basis set) on a cluster of 2 separate species, C4H13N2 in total.

Last column: Löwdin charge in e.
Cartesian coordinates (Å):
C 0.256 1.903 1.884  -0.174
N -1.133 1.629 1.822  0.084
C 1.039 0.881 0.845  -0.142
N 0.226 0.838 -0.313  0.327
C 0.416 -2.243 -1.409  -0.162
C -1.000 -1.810 -1.718  -0.210
H 0.560 2.869 1.495  0.131
H 0.562 1.848 2.954  0.142
H -1.189 1.155 0.855  0.086
H -1.767 2.447 1.714  0.142
H 2.080 1.160 0.736  0.131
H 1.072 -0.067 1.392  0.157
H 0.877 -2.482 -2.403  0.082
H 0.736 1.389 -0.852  0.050
H 1.038 -1.348 -0.831  0.084
H 0.480 -3.166 -0.777  0.081
H -1.043 -0.857 -2.255  0.053
H -1.602 -2.512 -2.320  0.081
H -1.608 -1.634 -0.822  0.057

The total charge is +1. As for the highest occupied orbital energy: -15.0 eV. Its spin multiplicity is 1. As for the HOMO-LUMO gap: 5.75 eV.


Entry 2
ORCA calculation (ωB97M-V with the def2-TZVPD basis set) on the ion C4H13N2 with charge +1.

Last column: Löwdin charge in e.
Cartesian coordinates (Å):
C -0.784 0.389 -2.260  -0.138
N -0.487 1.168 -1.110  -0.176
C -1.051 0.773 0.187  -0.174
C -0.600 -0.715 0.732  -0.072
N 0.909 -0.519 0.449  -0.084
C 1.578 -0.603 1.769  -0.056
H 0.098 -0.300 -2.549  0.096
H -1.608 -0.375 -2.064  0.111
H -0.889 0.945 -3.114  0.051
H -0.609 2.202 -1.322  0.161
H -2.104 0.972 0.396  0.113
H -0.463 1.466 0.899  0.138
H -0.792 -1.723 0.122  0.163
H -0.808 -0.963 1.744  0.097
H 1.145 -1.369 -0.218  0.213
H 1.227 0.384 -0.088  0.197
H 1.669 -1.633 2.225  0.124
H 2.627 -0.148 1.764  0.123
H 0.942 0.051 2.437  0.112

The total charge is +1. As for the highest occupied orbital energy: -13.2 eV. Its spin multiplicity is 1. Its SMILES is CNCC[NH2+]C. As for the HOMO-LUMO gap: 9.85 eV.


Entry 3
ORCA calculation (ωB97M-V with the def2-TZVPD basis set) on a cluster of 2 separate species, C4H13N2 in total.

Last column: Löwdin charge in e.
Cartesian coordinates (Å):
C -1.831 0.917 1.314  -0.112
C -2.265 -0.446 0.813  -0.336
N -1.722 -0.679 -0.540  -0.026
H -2.150 1.699 0.619  0.074
H -2.239 1.156 2.292  0.076
H -0.744 0.974 1.390  0.053
H -1.881 -1.226 1.471  0.103
H -3.356 -0.528 0.850  0.107
H -2.136 -1.527 -0.916  0.074
H -2.076 0.064 -1.138  0.072
C 1.398 -0.759 -0.656  -0.002
C 3.070 1.019 -0.675  0.186
N 2.760 -0.203 -0.828  0.011
H 1.398 -1.345 0.263  0.115
H 1.152 -1.383 -1.507  0.105
H 0.710 0.073 -0.584  0.064
H 2.266 1.729 -0.534  0.129
H 4.108 1.317 -0.716  0.128
H 3.538 -0.854 -0.916  0.179

The total charge is +1. As for the highest occupied orbital energy: -12.7 eV. Its spin multiplicity is 1. As for the HOMO-LUMO gap: 7.64 eV.


The least stable of them is entry 1.


Entry 1
ORCA calculation (ωB97M-V with the def2-TZVPD basis set) on a cluster of 2 separate species, C3H10NO in total.

Last column: Löwdin charge in e.
Cartesian coordinates (Å):
C -1.936 -1.595 0.564  -0.124
O -0.522 -1.450 0.652  -0.232
H -2.293 -2.349 -0.250  0.118
H -2.288 -0.495 0.441  0.119
H -2.049 -2.041 1.552  0.081
H -0.043 -2.375 0.745  0.169
C 0.481 1.612 -1.324  0.020
C 1.740 0.724 0.668  0.149
N 1.076 0.520 -0.426  -0.021
H 0.208 2.474 -0.523  0.147
H 1.084 2.113 -2.075  0.096
H -0.471 1.317 -1.699  0.072
H 1.684 1.728 1.096  0.108
H 2.733 0.252 0.929  0.155
H 0.595 -0.434 -0.351  0.142

The total charge is +1. As for the highest occupied orbital energy: -14.6 eV. Its spin multiplicity is 1. As for the HOMO-LUMO gap: 8.74 eV.


Entry 2
ORCA calculation (ωB97M-V with the def2-TZVPD basis set) on the ion C3H10NO with charge +1.

Last column: Löwdin charge in e.
Cartesian coordinates (Å):
C 0.580 -1.756 -0.992  0.035
N 0.706 -0.343 -0.370  0.027
C -0.671 -0.014 0.273  -0.109
C -0.585 1.284 1.003  -0.253
O -0.329 2.292 0.043  -0.025
H 1.256 -2.355 -0.388  0.107
H -0.461 -2.069 -0.899  0.096
H 0.821 -1.699 -2.048  0.104
H 1.175 0.194 -1.102  0.175
H 1.385 -0.259 0.390  0.170
H -0.831 -0.914 0.866  0.140
H -1.433 0.040 -0.506  0.147
H -1.624 1.391 1.344  0.142
H 0.144 1.137 1.818  0.140
H -0.134 3.069 0.569  0.105

The total charge is +1. As for the highest occupied orbital energy: -15.2 eV. Its spin multiplicity is 1. Its SMILES is C[NH2+]CCO. As for the HOMO-LUMO gap: 11.76 eV.


The least stable of them is entry 1.


Entry 1
ORCA calculation (ωB97M-V with the def2-TZVPD basis set) on a cluster of 2 separate species, C3H10NO in total.

Last column: Löwdin charge in e.
Cartesian coordinates (Å):
C 0.567 -1.236 -1.095  -0.220
O -0.449 -1.330 -0.022  -0.113
C 1.622 -0.264 -0.678  -0.096
H 0.931 -2.254 -1.316  0.134
H -0.083 -0.896 -1.932  0.136
H -0.124 -1.974 0.663  0.150
H 1.933 -0.486 0.368  0.099
H 2.531 -0.389 -1.317  0.110
H 1.389 0.763 -0.772  0.052
C -1.345 2.002 0.783  0.144
N -0.631 0.981 1.016  0.163
H -2.335 1.818 0.411  0.115
H -0.981 3.013 1.008  0.130
H 0.293 1.172 1.359  0.123
H -0.620 -0.010 0.531  0.071

The total charge is +1. As for the highest occupied orbital energy: -15.8 eV. Its spin multiplicity is 1. As for the HOMO-LUMO gap: 10.87 eV.


Entry 2
ORCA calculation (ωB97M-V with the def2-TZVPD basis set) on a structure of composition C3H10NO.

Last column: Löwdin charge in e.
Cartesian coordinates (Å):
O -2.852 0.152 -0.349  -0.040
C -1.561 0.222 0.136  -0.454
C -0.723 -0.780 -0.629  -0.223
N 0.701 -0.402 -0.723  0.175
C 1.992 0.587 1.200  0.179
H -1.872 0.743 -1.649  0.392
H -1.463 -0.013 1.217  0.132
H -1.173 1.288 0.073  0.126
H -0.921 -1.821 -0.345  0.153
H -1.007 -0.901 -1.720  0.170
H 1.008 -0.988 -1.503  0.125
H 1.440 0.019 0.260  0.018
H 1.792 -0.179 1.931  0.072
H 3.044 0.468 0.970  0.075
H 1.595 1.607 1.132  0.100

The total charge is +1. As for the highest occupied orbital energy: -14.7 eV. Its spin multiplicity is 1. As for the HOMO-LUMO gap: 5.88 eV.


The least stable of them is entry 2.